C3H8O | the ωB97M-V functional and the def2-TZVPD basis

Each line ends with the natural charge from an NBO analysis.
CARTESIAN COORDINATES (ANGSTROEM)
C1 -0.48 0.66 -1.10  -0.420
C2 0.13 0.18 -2.16  -0.367
H1 0.12 0.90 -0.22  0.188
H2 -1.54 0.88 -1.07  0.203
H3 1.20 -0.03 -2.02  0.197
H4 -0.36 -0.05 -3.06  0.200
C3 0.37 -0.27 1.86  -0.254
O1 -0.34 -1.32 1.30  -0.714
H5 0.63 -0.76 2.79  0.204
H6 1.04 0.23 1.15  0.161
H7 -0.31 0.63 2.12  0.137
H8 -0.45 -1.06 0.40  0.466

HOMO-LUMO gap: 11.074 eV
E_HOMO: -10.00 eV
lowest unoccupied orbital energy: 1.07 eV

C3H8O | the ωB97M-V functional and the def2-TZVPD basis

Each line ends with the natural charge from an NBO analysis.
CARTESIAN COORDINATES (ANGSTROEM)
C1 -1.89 0.96 0.05  -0.400
C2 -1.55 1.23 1.31  -0.377
H1 -1.60 0.03 -0.41  0.201
H2 -2.47 1.69 -0.50  0.192
H3 -0.87 0.64 1.89  0.197
H4 -1.86 2.17 1.73  0.186
C3 2.04 -1.30 -0.60  -0.246
O1 0.63 -1.09 -0.67  -0.730
H5 2.52 -0.53 -0.02  0.165
H6 2.43 -1.32 -1.62  0.162
H7 2.14 -2.29 -0.17  0.185
H8 0.47 -0.20 -1.01  0.464

HOMO-LUMO gap: 11.185 eV
E_HOMO: -10.15 eV
lowest unoccupied orbital energy: 1.04 eV

C3H8O2 | the ωB97M-V functional and the def2-TZVPD basis

Each line ends with the natural charge from an NBO analysis.
CARTESIAN COORDINATES (ANGSTROEM)
C1 -1.63 -0.06 0.37  -0.640
C2 -0.40 0.09 1.25  -0.356
C3 0.69 -0.48 0.70  0.183
O1 2.00 -0.24 0.95  -0.675
H1 -2.52 0.51 0.66  0.213
H2 -1.52 0.37 -0.63  0.207
H3 -1.93 -1.11 0.37  0.213
H4 -0.42 0.64 2.18  0.202
H5 0.59 -1.12 -0.17  0.175
H6 2.14 0.17 1.78  0.473
O2 1.23 0.35 -2.18  -0.934
H7 0.98 -0.29 -2.83  0.467
H8 0.79 1.18 -2.45  0.471

HOMO-LUMO gap: 9.085 eV
E_HOMO: -8.24 eV
lowest unoccupied orbital energy: 0.85 eV

C3H8O2 | the ωB97M-V functional and the def2-TZVPD basis

Each line ends with the natural charge from an NBO analysis.
CARTESIAN COORDINATES (ANGSTROEM)
C1 -2.03 -0.53 0.13  -0.251
O1 -1.23 0.57 -0.27  -0.525
C2 0.06 0.62 0.17  0.242
O2 0.87 -0.38 -0.37  -0.543
C3 2.20 -0.20 0.11  -0.271
H1 -1.71 -1.48 -0.27  0.177
H2 -1.94 -0.63 1.22  0.159
H3 -3.06 -0.40 -0.12  0.193
H4 0.13 0.51 1.26  0.120
H5 0.37 1.66 -0.12  0.153
H6 2.77 -1.11 -0.21  0.203
H7 2.27 -0.10 1.23  0.169
H8 2.66 0.73 -0.33  0.172

HOMO-LUMO gap: 11.089 eV
E_HOMO: -10.03 eV
lowest unoccupied orbital energy: 1.05 eV

C3H8O2 | the ωB97M-V functional and the def2-TZVPD basis

Each line ends with the natural charge from an NBO analysis.
CARTESIAN COORDINATES (ANGSTROEM)
O1 -0.46 -0.78 2.28  -0.740
C1 -0.65 -0.75 0.83  -0.045
C2 0.27 0.05 0.09  -0.467
C3 0.12 0.09 -1.40  -0.069
O2 0.58 1.46 -1.82  -0.716
H1 0.41 -1.31 2.67  0.473
H2 -0.60 -1.71 0.35  0.151
H3 -1.72 -0.40 0.70  0.181
H4 0.09 1.09 0.35  0.222
H5 1.27 -0.25 0.29  0.191
H6 0.65 -0.84 -1.83  0.176
H7 -0.94 0.19 -1.58  0.186
H8 1.52 1.41 -1.76  0.456

HOMO-LUMO gap: 11.051 eV
E_HOMO: -10.26 eV
lowest unoccupied orbital energy: 0.79 eV

C3H8O2 | the ωB97M-V functional and the def2-TZVPD basis

Each line ends with the natural charge from an NBO analysis.
CARTESIAN COORDINATES (ANGSTROEM)
C1 -0.55 1.75 -0.59  -0.253
O1 0.49 0.93 -1.03  -0.524
C2 0.74 -0.04 -0.07  0.236
O2 -0.42 -0.74 0.34  -0.555
C3 -0.23 -1.85 1.08  -0.252
H1 -1.45 1.25 -0.44  0.185
H2 -0.16 2.26 0.36  0.161
H3 -0.73 2.47 -1.40  0.192
H4 1.14 0.64 0.86  0.109
H5 1.60 -0.71 -0.39  0.174
H6 -1.34 -2.20 1.25  0.200
H7 0.28 -1.72 2.20  0.160
H8 0.33 -2.69 0.53  0.168

HOMO-LUMO gap: 10.883 eV
E_HOMO: -9.86 eV
lowest unoccupied orbital energy: 1.03 eV

C3H8O2S | the ωB97M-V functional and the def2-TZVPD basis

Each line ends with the natural charge from an NBO analysis.
CARTESIAN COORDINATES (ANGSTROEM)
O1 1.59 1.95 -3.51  -0.589
C1 0.49 1.53 -3.87  0.345
C2 0.25 0.40 -4.75  -0.292
C3 0.85 -0.44 -3.86  -0.270
S1 -0.72 -0.72 4.44  -0.908
H1 -0.41 2.08 -3.49  0.139
H2 2.14 -2.77 5.07  -0.030
H3 -0.33 0.38 -5.66  0.235
H4 0.34 -1.32 -3.46  0.193
H5 1.86 -0.36 -3.51  0.239
H6 1.88 -2.24 5.54  0.027
H7 -2.29 1.11 5.92  0.460
H8 -2.55 -0.14 5.31  0.479
O2 -3.08 0.54 5.85  -1.028

net charge: -1
HOMO-LUMO gap (spin up / spin down): 4.832 / 4.398 eV
E_HOMO (spin up / spin down): -3.28 / -2.85 eV
lowest unoccupied orbital energy (spin up / spin down): 1.55 / 1.55 eV
2S+1: 2

C3H8O2S | the ωB97M-V functional and the def2-TZVPD basis

Each line ends with the natural charge from an NBO analysis.
CARTESIAN COORDINATES (ANGSTROEM)
O1 -1.83 0.98 -0.84  -0.525
C1 -1.83 -0.11 -0.33  0.447
C2 -0.66 -1.12 -0.54  -0.525
C3 0.56 -0.25 -0.37  -0.555
S1 2.21 -0.98 -0.50  -0.027
H1 -2.63 -0.39 0.42  0.117
H2 -0.70 -1.92 0.21  0.215
H3 -0.79 -1.65 -1.48  0.242
H4 0.66 0.28 0.60  0.237
H5 0.32 0.58 -1.13  0.244
H6 2.63 -0.69 0.75  0.128
O2 -0.83 2.08 2.37  -0.963
H7 -1.26 1.25 2.38  0.472
H8 -0.75 2.53 1.45  0.494

HOMO-LUMO gap: 9.697 eV
E_HOMO: -9.21 eV
lowest unoccupied orbital energy: 0.49 eV

For each record above, in turn, the calculated energy above the lowest of the compared OMol25 structures with the same formula, charge and spin values are 1.977, 1.440, 1.737, 1.689, 2.191, 2.499, 3.692, 1.526 eV.